The following is a DFT calculation (ωB97M-V/def2-TZVPD) of a cluster of 2 separate species, C21H38N6O3 in total at a distorted geometry.

Each line ends with the Löwdin charge.
Element x y z (Å)
C (5.522, -0.402, 3.257)  -0.090
O (4.366, 0.355, 3.370)  -0.024
C (3.275, -0.458, 3.325)  -0.520
N (2.040, 0.152, 3.427)  0.112
N (1.068, -0.465, 3.002)  0.124
C (-0.190, 0.084, 3.127)  -0.277
C (-1.297, -0.489, 2.326)  -0.020
C (-0.332, 1.114, 3.975)  0.050
C (-1.549, 1.876, 4.191)  -0.415
O (-2.563, 1.635, 3.555)  0.022
N (-1.580, 2.923, 5.118)  -0.137
C (-2.784, 3.721, 5.181)  -0.047
C (-0.469, 3.297, 5.997)  -0.048
O (3.353, -1.660, 3.197)  0.109
H (6.383, 0.269, 3.227)  0.098
H (5.586, -1.064, 4.124)  0.102
H (5.467, -0.990, 2.339)  0.101
H (-2.218, 0.081, 2.447)  0.065
H (-1.038, -0.499, 1.267)  0.087
H (-1.488, -1.518, 2.628)  0.088
H (0.553, 1.404, 4.505)  0.076
H (-3.511, 3.316, 4.477)  0.082
H (-3.210, 3.686, 6.182)  0.088
H (-2.566, 4.750, 4.899)  0.086
H (0.391, 2.647, 5.883)  0.071
H (-0.160, 4.317, 5.781)  0.081
H (-0.794, 3.240, 7.034)  0.087
C (1.932, 4.189, 3.310)  -0.045
C (2.175, 4.557, 1.857)  -0.358
C (3.314, 5.549, 1.693)  -0.065
N (0.931, 5.113, 1.273)  -0.039
N (0.677, 6.410, 1.289)  0.130
N (-0.491, 6.523, 0.721)  -0.030
C (-1.061, 7.888, 0.572)  -0.367
C (-0.143, 8.724, -0.303)  -0.051
C (-1.269, 8.507, 1.945)  -0.051
C (-1.066, 5.289, 0.317)  -0.061
C (-2.419, 5.112, -0.377)  -0.507
C (-2.729, 3.636, -0.678)  -0.064
C (-2.408, 5.856, -1.727)  -0.040
C (-3.544, 5.632, 0.538)  -0.036
C (-0.113, 4.343, 0.710)  -0.243
C (-0.088, 2.961, 0.635)  -0.017
H (2.817, 3.746, 3.769)  0.086
H (1.664, 5.076, 3.883)  0.079
H (1.107, 3.484, 3.407)  0.052
H (2.420, 3.651, 1.283)  0.136
H (4.252, 5.161, 2.092)  0.081
H (3.470, 5.807, 0.645)  0.080
H (3.084, 6.476, 2.216)  0.070
H (-2.034, 7.802, 0.077)  0.103
H (-0.549, 9.721, -0.481)  0.084
H (0.832, 8.835, 0.169)  0.077
H (0.022, 8.251, -1.271)  0.080
H (-1.730, 9.493, 1.877)  0.084
H (-1.904, 7.882, 2.572)  0.077
H (-0.315, 8.616, 2.461)  0.077
H (-2.786, 3.054, 0.241)  0.082
H (-3.691, 3.539, -1.181)  0.087
H (-1.976, 3.206, -1.339)  0.086
H (-2.224, 6.921, -1.617)  0.059
H (-1.629, 5.452, -2.374)  0.092
H (-3.360, 5.736, -2.245)  0.085
H (-3.427, 6.684, 0.786)  0.059
H (-4.518, 5.508, 0.065)  0.086
H (-3.558, 5.071, 1.472)  0.088
H (-0.867, 2.380, 0.194)  -0.001
H (0.726, 2.412, 1.059)  0.004

Cartesian forces (eV/Å) of the 6 atoms listed first:
C 1.4 -0.7 -0.1
O -2.9 0.6 0.2
C 1.1 -2.7 -1.0
N -0.8 3.3 0.9
N 1.5 -2.3 -1.2
C -1.4 1.9 0.9

## Properties
- total charge = 0
- LUMO (eV) = -1.12
- energy (hartree) = -1377.08170
- max |F| (eV Å⁻¹) = 3.6

=====

The following is a DFT calculation (ωB97M-V/def2-TZVPD) of a structure of composition C16H38CdClIrNP at a distorted geometry.

Each line ends with the Löwdin charge.
Element x y z (Å)
Ir (0.620, -0.957, -1.816)  0.903
Cl (2.279, -2.421, -2.132)  -0.029
C (1.408, 0.169, -3.451)  -0.403
C (-0.284, -1.442, -3.602)  -0.479
H (0.725, 0.907, -3.944)  -0.037
H (2.295, 0.643, -3.066)  -0.067
H (1.729, -0.586, -4.194)  -0.055
H (-1.178, -0.987, -4.092)  -0.056
H (-0.572, -2.444, -3.272)  -0.056
H (0.429, -1.578, -4.450)  -0.022
Cd (-2.410, 0.645, -2.810)  1.071
C (-4.135, -0.272, -1.773)  -0.359
C (-1.537, 2.403, -3.730)  -0.633
H (-4.839, 0.543, -1.598)  -0.091
H (-4.644, -1.014, -2.381)  -0.104
H (-3.872, -0.711, -0.830)  -0.116
H (-0.845, 1.993, -4.579)  -0.248
H (-0.737, 2.931, -3.040)  -0.238
C (-2.444, 0.906, 1.137)  -0.111
C (-0.953, 1.173, 1.498)  -0.602
C (-0.642, 2.639, 1.111)  -0.088
C (-0.810, 0.963, 3.004)  -0.123
P (0.246, -0.011, 0.606)  0.839
N (-0.561, 0.025, -0.769)  -0.502
C (2.066, 0.732, 0.784)  -0.587
C (2.358, 1.228, 2.213)  -0.121
C (3.134, -0.373, 0.508)  -0.133
C (2.279, 1.880, -0.208)  -0.100
C (0.029, -1.783, 1.350)  -0.594
C (0.515, -2.991, 0.504)  -0.171
C (0.746, -1.811, 2.711)  -0.102
C (-1.479, -1.955, 1.491)  -0.119
H (-3.016, 1.658, 1.685)  0.073
H (-2.828, -0.058, 1.482)  0.046
H (-2.681, 1.000, 0.069)  0.035
H (-1.440, 3.237, 1.593)  0.078
H (0.329, 2.969, 1.519)  0.047
H (-0.691, 2.797, 0.011)  0.094
H (-1.208, -0.020, 3.313)  0.056
H (0.235, 1.078, 3.322)  0.046
H (-1.403, 1.755, 3.495)  0.081
H (2.220, 0.398, 2.937)  0.063
H (3.421, 1.542, 2.278)  0.083
H (1.738, 2.098, 2.473)  0.053
H (2.999, -0.852, -0.454)  -0.037
H (4.118, 0.095, 0.489)  0.072
H (3.151, -1.147, 1.274)  0.054
H (1.978, 1.638, -1.246)  0.053
H (1.757, 2.806, 0.096)  0.062
H (3.362, 2.123, -0.244)  0.083
H (1.578, -2.882, 0.277)  0.007
H (0.404, -3.820, 1.173)  0.057
H (-0.043, -3.159, -0.410)  0.044
H (0.349, -1.068, 3.412)  0.048
H (0.566, -2.812, 3.129)  0.077
H (1.826, -1.680, 2.560)  0.054
H (-1.907, -1.463, 2.363)  0.053
H (-2.026, -1.662, 0.589)  0.070
H (-1.700, -3.018, 1.633)  0.082

Cartesian forces (eV/Å) of the 6 atoms listed first:
Ir 0.0 0.5 -0.5
Cl 1.9 -1.9 -0.4
C 1.2 1.7 -1.5
C -2.1 -2.4 -2.4
H 0.4 -0.6 0.7
H 0.8 0.7 0.0

## Properties
- total charge = -2
- spin multiplicity = 5
- LUMO (alpha / beta) (eV) = 4.45 / 4.44
- energy (hartree) = -1760.38552
- max |F| (eV Å⁻¹) = 4.0
- expectation value of S² = 6.01

=====

The following is a DFT calculation (ωB97M-V/def2-TZVPD) of a structure of composition C21H21Cl2GeN5OOs.

Each line ends with the Löwdin charge.
Element x y z (Å)
Os (0.506, 0.712, 2.083)  1.005
Cl (1.422, 2.687, 3.685)  0.556
C (0.305, 3.932, 3.048)  -0.853
Cl (-0.561, 3.288, 1.623)  0.532
H (0.886, 4.793, 2.740)  0.051
H (-0.417, 4.168, 3.820)  0.054
O (-1.956, -0.368, 5.375)  0.223
C (-1.377, -0.050, 4.427)  -0.412
N (-0.810, 0.304, 3.416)  -0.187
N (6.556, 1.212, -0.432)  0.233
C (5.588, 1.336, 0.458)  -0.430
N (5.865, 1.638, 1.721)  0.232
N (4.334, 1.149, 0.021)  0.173
C (3.214, 1.079, 0.555)  -0.285
N (2.094, 0.975, 0.918)  -0.115
H (7.524, 1.372, -0.202)  0.146
H (6.322, 0.974, -1.382)  0.142
H (6.812, 1.772, 2.041)  0.144
H (5.127, 1.779, 2.389)  0.127
C (-0.351, -2.887, 1.553)  -0.225
Ge (-0.574, -1.123, 0.774)  0.788
C (-2.568, -0.952, 0.604)  -0.191
C (-3.348, 0.036, 1.290)  -0.063
C (-4.694, -0.123, 1.421)  0.013
C (-5.335, -1.225, 0.780)  0.095
C (-4.592, -2.171, 0.021)  0.008
C (-3.249, -2.000, -0.111)  -0.037
C (-0.037, -1.259, -1.138)  -0.193
C (0.716, -2.392, -1.517)  -0.045
C (1.085, -2.627, -2.826)  0.017
C (0.712, -1.719, -3.830)  0.082
C (-0.022, -0.572, -3.505)  -0.153
C (-0.398, 0.332, -4.514)  0.082
C (-1.138, 1.482, -4.205)  0.012
C (-1.496, 1.730, -2.897)  0.006
C (-1.127, 0.837, -1.878)  0.030
C (-0.396, -0.329, -2.152)  -0.180
H (-0.839, -3.656, 0.954)  0.040
H (-0.793, -2.888, 2.549)  0.034
H (0.707, -3.130, 1.653)  0.037
H (-2.853, 0.877, 1.757)  0.085
H (-5.289, 0.575, 1.995)  0.137
H (-6.414, -1.316, 0.833)  0.144
H (-5.103, -2.999, -0.451)  0.138
H (-2.677, -2.698, -0.711)  0.122
H (1.006, -3.115, -0.765)  0.107
H (1.650, -3.512, -3.087)  0.135
H (0.991, -1.903, -4.860)  0.144
H (-0.114, 0.131, -5.540)  0.144
H (-1.424, 2.167, -4.991)  0.136
H (-2.064, 2.618, -2.654)  0.130
H (-1.403, 1.063, -0.854)  0.085

Cartesian forces (eV/Å) of the 6 atoms listed first:
Os -0.4 -0.3 0.1
Cl 0.0 0.1 0.0
C 0.0 -0.1 -0.1
Cl 0.1 0.1 0.1
H 0.0 0.0 0.0
H 0.0 0.0 0.0

## Properties
- total charge = +3
- spin multiplicity = 6
- LUMO (alpha / beta) (eV) = -8.71 / -11.95
- energy (hartree) = -4248.77664
- max |F| (eV Å⁻¹) = 0.6
- expectation value of S² = 8.82

=====

The following is a DFT calculation (ωB97M-V/def2-TZVPD) of a structure of composition C23H33ClN2O5ReS2.

Each line ends with the Löwdin charge.
Element x y z (Å)
Re (-0.386, 0.369, 1.078)  1.469
N (-4.490, 0.832, 1.225)  0.252
C (-3.195, 1.033, 1.176)  -0.451
O (-2.407, 0.050, 1.344)  -0.152
C (-2.615, 2.385, 0.909)  -0.145
C (-1.090, 2.357, 1.115)  -0.292
H (-4.854, -0.093, 1.403)  0.151
H (-5.141, 1.595, 1.126)  0.147
H (-3.100, 3.114, 1.561)  0.137
H (-2.883, 2.660, -0.115)  0.123
H (-0.840, 2.782, 2.086)  0.052
H (-0.581, 2.960, 0.359)  0.050
S (-0.080, 0.288, 3.456)  0.716
C (1.597, 0.674, 3.806)  -0.615
N (2.237, -0.165, 4.651)  0.084
C (3.506, 0.009, 5.076)  -0.010
C (4.226, 1.079, 4.624)  -0.001
C (3.610, 1.968, 3.746)  0.017
C (2.299, 1.774, 3.348)  -0.059
H (1.711, -0.962, 4.993)  0.160
H (3.891, -0.734, 5.759)  0.149
H (5.245, 1.220, 4.952)  0.132
H (4.161, 2.822, 3.374)  0.137
H (1.813, 2.461, 2.672)  0.118
C (0.432, 3.948, -3.675)  -0.098
C (1.249, 3.268, -2.579)  -0.276
C (0.968, 1.771, -2.467)  -0.312
S (-0.753, 1.476, -1.987)  1.060
O (-0.700, 0.281, -0.972)  -0.629
C (-1.488, 0.752, -3.464)  -0.304
C (-1.275, -0.750, -3.623)  -0.259
C (0.140, -1.171, -4.004)  -0.091
H (0.696, 5.000, -3.761)  0.087
H (-0.644, 3.903, -3.474)  0.068
H (0.615, 3.483, -4.647)  0.087
H (1.074, 3.752, -1.614)  0.106
H (2.314, 3.377, -2.791)  0.124
H (1.544, 1.286, -1.678)  0.087
H (1.152, 1.265, -3.414)  0.091
H (-1.059, 1.340, -4.281)  0.104
H (-2.548, 0.994, -3.396)  0.100
H (-1.980, -1.066, -4.394)  0.129
H (-1.581, -1.247, -2.703)  0.087
H (0.480, -0.666, -4.911)  0.092
H (0.173, -2.243, -4.202)  0.076
H (0.859, -0.964, -3.207)  0.056
C (-1.452, -3.223, 2.370)  -0.015
C (-1.228, -3.358, 0.885)  -0.188
C (-2.022, -4.213, 0.127)  -0.040
C (-1.784, -4.406, -1.223)  -0.650
Cl (-2.786, -5.482, -2.125)  0.729
C (-0.748, -3.742, -1.854)  -0.091
C (0.042, -2.869, -1.121)  -0.021
C (-0.205, -2.694, 0.226)  -0.217
O (0.572, -1.792, 1.013)  -0.205
C (1.991, -1.734, 0.796)  -0.044
C (2.480, -0.305, 0.899)  -0.556
O (3.632, -0.050, 1.083)  0.146
O (1.530, 0.634, 0.727)  -0.249
H (-2.405, -3.669, 2.650)  0.091
H (-1.451, -2.187, 2.703)  0.028
H (-0.667, -3.741, 2.925)  0.100
H (-2.827, -4.756, 0.606)  0.123
H (-0.563, -3.901, -2.908)  0.110
H (0.834, -2.330, -1.624)  0.104
H (2.261, -2.116, -0.185)  0.139
H (2.495, -2.338, 1.547)  0.154

Cartesian forces (eV/Å) of the 6 atoms listed first:
Re 0.3 -0.1 0.0
N -0.1 0.0 0.0
C 0.2 -0.2 0.1
O -0.1 0.0 0.0
C 0.1 0.1 0.0
C 0.1 -0.1 0.0

## Properties
- total charge = +2
- spin multiplicity = 4
- LUMO (alpha / beta) (eV) = -5.72 / -6.38
- energy (hartree) = -2716.32521
- max |F| (eV Å⁻¹) = 0.7
- expectation value of S² = 3.77

=====

The following is a DFT calculation (ωB97M-V/def2-TZVPD) of a structure of composition C6H9N at a distorted geometry.

Each line ends with the Löwdin charge.
Element x y z (Å)
C (1.723, 0.834, -0.090)  -0.107
C (1.109, -0.341, 0.600)  -0.204
C (-0.374, -0.370, 0.971)  -0.190
C (-0.992, -1.164, -0.297)  -0.097
C (-0.498, 0.093, -0.973)  -0.292
C (-0.954, 0.886, 0.280)  -0.089
N (0.979, -0.143, -0.869)  -0.028
H (2.792, 0.790, -0.302)  0.107
H (1.348, 1.844, 0.038)  0.095
H (1.761, -1.128, 0.972)  0.130
H (-0.847, -1.034, 1.643)  0.110
H (-0.554, -2.131, -0.582)  0.115
H (-2.093, -1.286, -0.252)  0.116
H (-0.805, 0.343, -1.978)  0.127
H (-0.563, 1.904, 0.413)  0.099
H (-2.031, 0.905, 0.426)  0.108

Cartesian forces (eV/Å) of the 6 atoms listed first:
C -0.1 0.2 0.2
C -0.3 -0.6 -0.1
C -0.4 -1.0 -1.3
C 0.1 -0.1 -0.2
C -0.1 0.3 -0.7
C -0.1 -0.1 -0.1

## Properties
- total charge = 0
- LUMO (eV) = 1.16
- energy (hartree) = -288.64901
- max |F| (eV Å⁻¹) = 2.8

=====

> Which of these has the highest energy?

C6H9N